The following is a DFT calculation (ωB97M-V/def2-TZVPD) of a structure of composition C20H20N3O7P2RuSe.

The geometry in XYZ format:
```
54
C20H20N3O7P2RuSe | the Open Molecules 2025 dataset | ωB97M-V/def2-TZVPD
C -2.940 4.262 3.231
H -3.354 3.070 -2.813
H -3.093 4.592 1.119
O 0.624 -3.592 0.880
H 3.535 -1.900 -0.839
H 0.233 -2.684 3.200
C 1.331 -5.352 -2.112
N 0.870 -1.297 -2.407
Ru 0.935 0.970 0.378
H 1.495 -6.414 -2.017
P 3.180 -0.456 1.573
H -0.404 0.292 2.950
H -1.340 1.646 4.652
C 2.001 -0.908 -1.776
H 0.855 3.023 -2.088
C 2.277 -4.469 -1.628
O 3.939 -0.335 0.303
H -0.559 -5.636 -3.077
C -2.748 2.759 -0.788
O 2.329 0.690 2.064
C -1.688 2.634 0.113
C -1.990 2.819 1.544
H -1.041 -3.235 -3.320
C -1.720 2.302 3.883
H 3.176 -4.806 -1.141
H -1.296 0.212 1.538
C 2.012 -3.118 -1.780
H 3.924 -0.429 3.571
H -0.642 0.022 -1.853
C -2.434 3.437 4.222
C -2.722 3.946 1.903
C -0.202 -0.411 -2.767
C 0.826 -2.674 -2.394
H -1.022 3.277 -3.635
C 0.157 -4.912 -2.720
O 0.138 -1.869 2.707
C -2.520 2.947 -2.136
C -0.157 2.887 -1.715
C -0.122 -3.567 -2.864
O 4.180 -0.841 2.747
C -1.216 3.057 -2.595
H -3.757 2.733 -0.402
P 0.744 -2.176 1.231
H -2.608 3.669 5.261
N -0.791 0.827 2.178
H -0.961 -0.970 -3.304
H 0.178 0.393 -3.402
O 0.129 -1.155 0.296
Se 2.570 0.847 -1.651
O 2.312 -1.819 1.460
N 2.728 -1.991 -1.454
H -3.496 5.150 3.486
C -0.363 2.579 -0.365
C -1.494 1.978 2.549
```

Summary:
* E_LUMO (spin up / spin down): -1.734 / -1.349 eV
* 2S+1: 2

The following is a DFT calculation (ωB97M-V/def2-TZVPD) of the ion C5H15N2 with charge +1.

The geometry in XYZ format:
```
22
C5H15N2 | the Open Molecules 2025 dataset | ωB97M-V/def2-TZVPD
C -0.732 1.154 -0.508
H 1.700 2.214 1.990
N 0.765 -1.485 0.844
H -1.501 -1.679 0.872
H -1.207 0.276 -2.201
H 1.604 -1.988 0.661
H -1.435 0.913 0.158
H 0.494 3.398 0.965
H -0.174 2.111 1.991
H -0.527 -3.116 0.313
N 0.602 1.282 0.205
C -0.511 0.011 -1.528
C -0.519 -1.996 0.366
H 0.069 -2.135 -1.518
C 0.780 2.341 1.381
H -1.613 -1.755 -1.429
H 0.715 -1.507 1.953
C -0.594 -1.433 -1.078
H 0.844 0.309 0.618
H 1.343 1.607 -0.486
H 0.520 0.156 -2.035
H -0.948 2.157 -0.988
```

Summary:
* SMILES: C[NH2+]CCCCN
* E_LUMO: -2.886 eV
* charge: +1
* relative energy (zero: lowest compared OMol25 entry of this formula, charge and spin): 214.0 kJ/mol

The following is a DFT calculation (ωB97M-V/def2-TZVPD) of a cluster of 2 separate species, C4H14N2O in total.

The geometry in XYZ format:
```
21
C4H14N2O | the Open Molecules 2025 dataset | ωB97M-V/def2-TZVPD
O -2.407 -3.243 -0.107
H 2.697 2.286 2.052
N -0.357 0.575 -1.412
C 1.877 1.604 2.246
H 0.014 -1.054 -0.137
H 0.036 0.085 -3.426
H 2.255 0.777 2.851
C -0.228 -0.394 -2.477
H -0.265 0.250 1.959
H -2.742 -4.086 -0.427
N 1.380 1.060 0.982
H 1.121 2.165 2.800
H -2.009 -2.825 -0.882
H -1.178 -0.907 -2.614
H 1.535 1.749 0.257
H -1.580 -0.321 -0.004
H -0.676 1.665 1.072
H 0.529 1.069 -1.367
H 0.570 -1.129 -2.295
C -0.522 -0.095 -0.102
C -0.049 0.770 1.029
```

Summary:
* SMILES: CNCCNC.O
* E_LUMO: 0.875 eV
* relative energy (zero: lowest compared OMol25 entry of this formula, charge and spin): 157.2 kJ/mol

The calculation returns the following largest force on an atom values, one per record and in order: 2.55; 5.98; 1.22 eV/A.